1.
Density functional theory data (the ωB97M-V functional and the def2-TZVPD basis) for C4H10BN as an isolated structure.

```
16
Properties=species:S:1:pos:R:3:forces:R:3:nbo_charge:R:1
B -1.093388 1.072105 0.960072 1.1 -1.3 -0.6 0.597
C -0.745268 -0.420868 1.434939 0.8 -0.7 -3.3 -0.723
C -0.477464 -1.164552 -0.333816 -1.9 4.9 3.6 -0.353
C 0.168869 0.155227 -0.903489 -1.3 -2.6 -3.0 -0.076
C 1.644504 0.037067 -0.650646 1.9 -1.1 0.3 -0.634
N -0.569456 1.257000 -0.341363 -1.0 1.2 0.6 -0.834
H -1.718611 1.927530 1.470505 -0.3 0.2 0.2 -0.069
H 0.258564 -0.654230 1.842389 -0.8 0.3 0.2 0.228
H -1.548990 -0.987024 1.875274 0.0 -0.2 0.5 0.218
H 0.173607 -1.901660 -0.069652 1.6 -2.3 -0.1 0.193
H -1.487150 -1.442261 -0.620220 0.2 0.0 -0.5 0.206
H 0.026903 0.110780 -2.053218 0.1 0.4 1.6 0.192
H 1.984625 0.509117 0.246380 -0.4 -0.2 1.4 0.217
H 2.353302 0.551707 -1.275264 -0.3 0.3 -1.3 0.218
H 2.016421 -1.053994 -0.670397 -0.7 1.7 0.2 0.211
H -0.986467 2.004053 -0.911493 1.0 -0.6 0.1 0.409
```
Positions in Å, forces in eV/Å.

- gap between HOMO and LUMO (Ha) = 0.3663
- energy relative to the best compared isomer or geometry (same formula, charge and spin) (kJ/mol) = 136.6
- largest force on an atom (Eh/bohr) = 0.123
- net charge = 0

***

2.
Density functional theory data (the ωB97M-V functional and the def2-TZVPD basis) for an isolated molecule of C4H10BN.

```
16
Properties=species:S:1:pos:R:3:forces:R:3:nbo_charge:R:1
C 1.664780 1.300867 -0.150994 -3.3 -0.3 -2.5 -0.385
N 0.777398 0.133279 -0.077069 -0.1 -0.3 0.1 -0.650
C 1.344418 -1.172899 -0.507143 -2.9 0.4 -0.8 -0.394
B -0.522806 0.137003 0.405277 -1.8 -0.3 -0.6 0.789
C -1.985799 0.755619 0.395316 -1.1 -0.4 -0.4 -0.716
C -1.790632 -0.789534 0.555184 1.1 -0.5 -0.3 -0.751
H 2.312973 1.129017 -0.981615 0.7 0.3 -0.5 0.189
H 1.003656 2.174551 -0.357820 0.7 -0.4 0.2 0.211
H 2.159816 1.428809 0.724010 1.8 0.5 2.6 0.188
H 0.363289 -1.823174 -0.641268 2.6 0.8 0.3 0.227
H 1.915831 -1.072012 -1.447499 -0.5 0.0 0.2 0.189
H 2.015184 -1.494060 0.237396 0.7 -1.0 0.9 0.187
H -2.582938 1.235955 1.222797 1.0 -0.4 -0.9 0.235
H -2.480065 0.915288 -0.615021 0.9 0.5 1.2 0.231
H -2.061552 -1.547979 -0.186693 0.0 0.8 -0.7 0.219
H -2.133546 -1.310732 1.425146 0.2 0.5 1.2 0.231
```
Positions in Å, forces in eV/Å.

- gap between HOMO and LUMO (Ha) = 0.3474
- energy relative to the best compared isomer or geometry (same formula, charge and spin) (kJ/mol) = 194.1
- largest force on an atom (Eh/bohr) = 0.082
- net charge = 0

***

3.
Density functional theory data (the ωB97M-V functional and the def2-TZVPD basis) for a 2-piece molecular cluster, C4H10Br overall.

```
15
Properties=species:S:1:pos:R:3:forces:R:3:mulliken_spin:R:1
Br -1.078149 3.372156 -1.138241 -0.3 0.6 -0.2 0.002
H -0.492788 2.169950 -0.741964 0.3 -0.6 0.2 0.002
C 0.213069 -0.762958 0.259772 -0.3 1.2 -0.4 0.829
C 1.437367 0.034044 0.703606 -0.9 0.8 -0.6 -0.004
C 0.057366 -0.992797 -1.237614 -0.3 1.2 0.0 -0.004
C -1.072755 -0.517003 1.036271 0.0 1.0 -0.5 -0.004
H 1.170495 0.863051 1.366797 -0.2 -0.2 0.2 0.010
H 2.214719 -0.493492 1.201066 0.6 -0.8 0.5 0.039
H 1.920289 0.552972 -0.131709 0.0 -0.3 -0.2 0.010
H -0.941327 -0.703457 -1.604228 0.0 -0.2 0.4 0.011
H 0.712440 -0.344209 -1.837593 0.3 -0.2 0.3 0.010
H 0.219575 -1.980771 -1.606156 0.2 -1.0 0.0 0.040
H -1.925989 -0.289061 0.379236 0.2 -0.3 -0.2 0.011
H -1.410965 -1.296775 1.687494 0.0 -0.8 0.4 0.040
H -1.023347 0.388347 1.663262 0.4 -0.3 0.0 0.011
```
Positions in Å, forces in eV/Å.

- gap between HOMO and LUMO (alpha / beta) (Ha) = 0.3154 / 0.4239
- energy relative to the best compared isomer or geometry (same formula, charge and spin) (kJ/mol) = 65.9
- largest force on an atom (Eh/bohr) = 0.026
- net charge = 0
- 2S+1 = 2

***

4.
Density functional theory data (the ωB97M-V functional and the def2-TZVPD basis) for C4H10Br2LiO2 as an isolated structure.

```
19
Properties=species:S:1:pos:R:3:forces:R:3:nbo_charge:R:1
Li 0.035660 0.857456 1.131379 0.0 0.4 0.6 0.811
Br 1.161075 3.077613 1.198711 0.0 -0.3 -0.2 -0.917
Br -1.524368 0.241832 3.119603 0.1 -0.1 -0.5 -0.921
C 2.399857 -0.584755 0.469810 0.1 -0.9 0.8 -0.254
O 1.015968 -0.851560 0.687394 0.1 0.2 0.0 -0.564
C 0.384531 -1.457942 -0.412192 -0.6 0.2 -0.7 -0.077
C -0.938101 -0.758253 -0.695892 -0.5 0.0 -0.8 -0.106
O -0.684894 0.624818 -0.904076 0.3 -0.1 0.5 -0.568
C -1.810175 1.477293 -0.739543 -1.1 -0.9 0.0 -0.277
H 2.920500 -1.547531 0.392041 0.1 0.1 -0.5 0.158
H 2.792030 -0.152805 1.387424 -0.2 0.5 -0.1 0.217
H 2.549011 0.061114 -0.390736 0.1 0.1 0.0 0.192
H 0.176006 -2.526038 -0.286559 0.2 0.0 0.4 0.178
H 1.009107 -1.373825 -1.308011 0.1 0.1 0.0 0.172
H -1.707747 -0.923074 0.066647 0.4 0.2 0.4 0.211
H -1.378325 -1.157270 -1.623229 0.2 -0.2 0.0 0.163
H -2.591037 1.334509 -1.511036 0.6 0.1 -0.4 0.151
H -1.436014 2.495470 -0.738211 -0.1 0.0 0.3 0.229
H -2.373085 1.162947 0.156478 0.5 0.6 0.3 0.202
```
Positions in Å, forces in eV/Å.

- gap between HOMO and LUMO (Ha) = 0.2649
- energy relative to the best compared isomer or geometry (same formula, charge and spin) (kJ/mol) = 0.0
- largest force on an atom (Eh/bohr) = 0.028
- net charge = -1

***

5.
Density functional theory data (the ωB97M-V functional and the def2-TZVPD basis) for an isolated molecule of C4H10Cl2Si.

```
17
Properties=species:S:1:pos:R:3:forces:R:3:nbo_charge:R:1
C 0.858733 1.604789 0.566699 -0.6 1.4 -0.3 -1.136
Si 0.007788 0.037363 0.082367 -0.6 0.1 -1.7 1.630
C -0.051723 -0.031890 -1.811103 1.8 1.3 0.7 -1.096
C 1.025848 -1.443545 0.573965 0.7 -0.1 -0.9 -0.849
Cl -0.003087 -2.835410 0.937314 -0.1 -0.5 0.2 -0.053
C -1.763143 -0.149485 0.645569 -0.5 -1.7 0.7 -0.866
Cl -2.510498 1.418813 0.994508 -0.4 0.2 -0.3 -0.053
H 0.289527 2.204918 1.296599 0.0 -0.3 -0.3 0.263
H 1.813924 1.458124 1.008420 1.0 -0.4 0.4 0.242
H 1.037422 2.270212 -0.309023 -0.3 -0.5 0.5 0.251
H 0.841149 -0.606330 -2.079263 0.1 0.3 -0.3 0.225
H 0.078628 1.014958 -2.170456 -0.1 -0.7 0.0 0.235
H -0.847043 -0.474017 -2.334478 -1.3 -0.6 -0.4 0.240
H 1.643488 -1.697580 -0.320143 -0.4 0.0 0.7 0.238
H 1.713136 -1.245350 1.377574 0.1 -0.1 0.5 0.235
H -1.766467 -0.710670 1.597600 -0.1 0.3 -0.3 0.242
H -2.367682 -0.814901 -0.056149 0.6 1.3 0.7 0.253
```
Positions in Å, forces in eV/Å.

- gap between HOMO and LUMO (Ha) = 0.3965
- energy relative to the best compared isomer or geometry (same formula, charge and spin) (kJ/mol) = 204.5
- largest force on an atom (Eh/bohr) = 0.045
- net charge = 0

***

6.
Density functional theory data (the ωB97M-V functional and the def2-TZVPD basis) for C4H10ClMg2O2 as an isolated structure.

```
19
Properties=species:S:1:pos:R:3:forces:R:3:nbo_charge:R:1
Mg 4.669357 -1.818001 -1.771725 -0.2 0.2 0.0 1.909
Mg 1.661120 1.301808 -0.385630 -1.5 -0.7 0.7 1.875
Cl 2.817193 -0.554932 -1.192152 1.0 -0.8 -0.4 -0.859
C -1.208973 2.187729 -0.409788 0.5 1.3 1.3 -0.287
O -0.208938 1.255148 -0.927904 -0.2 1.2 -0.7 -0.710
C -0.781671 -0.009956 -1.234887 0.1 -1.9 0.3 -0.109
C -0.837435 -0.837960 0.030246 -1.2 -0.4 0.7 -0.116
O 0.363198 -0.559292 0.734549 0.6 0.5 -0.3 -0.652
C 0.523513 -1.258197 1.983343 0.5 1.3 0.7 -0.264
H -2.032410 2.405039 -1.083059 0.1 -0.5 -0.3 0.257
H -0.691778 3.129557 -0.193252 0.1 0.0 -0.5 0.208
H -1.532547 1.896151 0.590864 -0.3 -0.6 -0.3 0.221
H -0.115566 -0.598171 -1.872083 0.1 0.7 -0.5 0.196
H -1.753881 0.067934 -1.716869 0.1 0.3 0.0 0.259
H -0.953429 -1.904142 -0.200711 0.4 0.1 -0.2 0.222
H -1.710671 -0.651181 0.669999 0.2 0.5 0.0 0.216
H -0.284359 -1.031341 2.683197 -0.5 -0.6 -0.5 0.230
H 1.333952 -0.711790 2.475076 0.4 -0.6 -0.1 0.194
H 0.743327 -2.308400 1.820780 -0.2 -0.1 0.2 0.210
```
Positions in Å, forces in eV/Å.

- gap between HOMO and LUMO (Ha) = 0.1946
- energy relative to the best compared isomer or geometry (same formula, charge and spin) (kJ/mol) = 0.0
- largest force on an atom (Eh/bohr) = 0.038
- net charge = +3